The following is a quantum chemistry calculation of one molecule with the formula C2H6N2 in a non-equilibrium geometry, from the OMol25 dataset.

Geometry (Å):
C (-0.7169, 0.2128, 0.2833)
C (0.2147, -0.5940, -0.2403)
N (1.3434, -1.1488, 0.4457)
N (-1.1185, 1.4578, -0.3446)
H (-1.0403, 0.0316, 1.3041)
H (0.2809, -0.6553, -1.3191)
H (2.1608, -0.7367, 0.0064)
H (1.4580, -2.1427, 0.2520)
H (-0.6986, 1.4315, -1.2742)
H (-0.5221, 2.1358, 0.1250)

Output
energy above the lowest of the compared OMol25 structures with the same formula, charge and spin: 225.8 kJ/mol
total charge: 0

Atomic charges from the Löwdin analysis, expressed in e, are listed below: C -0.19; C -0.25; N -0.01; N -0.01; H 0.10; H 0.09; H 0.07; H 0.06; H 0.06; H 0.07


The following is a quantum chemistry calculation of a 2-piece molecular cluster, C2H6N2O overall in a non-equilibrium geometry, from the OMol25 dataset.

Geometry (Å):
C (1.3321, 1.8533, -0.2586)
N (0.9010, 2.4321, 0.7790)
H (1.7339, 0.8492, -0.2732)
H (1.1411, 2.2731, -1.2495)
H (0.3671, 3.2644, 0.5157)
C (-0.3217, -1.4357, 0.0475)
N (-1.4912, -2.1410, 0.0511)
O (0.5580, -1.5619, -0.7751)
H (-0.3283, -0.6895, 0.8607)
H (-1.8647, -2.8238, -0.5899)
H (-2.0274, -2.0202, 0.8923)

Output
energy above the lowest of the compared OMol25 structures with the same formula, charge and spin: 155.5 kJ/mol
total charge: 0

Atomic charges from the Löwdin analysis, expressed in e, are listed below: C -0.15; N 0.01; H 0.04; H 0.06; H 0.03; C -0.42; N 0.11; O 0.00; H 0.12; H 0.10; H 0.08


The following is a quantum chemistry calculation of one molecule with the formula C2H6N2O in a non-equilibrium geometry, from the OMol25 dataset.

Geometry (Å):
C (-1.4623, -0.3954, 0.8343)
N (-0.3133, 0.2557, 0.3975)
C (0.4909, -0.0684, -0.8531)
N (1.6747, 0.7443, -0.9238)
O (0.3936, -1.0748, -1.6043)
H (-1.2829, -1.1522, 1.5935)
H (-2.1035, 0.3406, 1.3373)
H (-1.9514, -0.7260, -0.0787)
H (0.0155, 1.1356, 0.8265)
H (2.1104, 0.5399, 0.0891)
H (2.4283, 0.4007, -1.6183)

Output
energy above the lowest of the compared OMol25 structures with the same formula, charge and spin: 139.6 kJ/mol
total charge: 0

Atomic charges from the Löwdin analysis, expressed in e, are listed below: C -0.14; N -0.06; C -0.48; N 0.04; O 0.00; H 0.08; H 0.09; H 0.09; H 0.12; H 0.14; H 0.12


Number 1: LUMO level 1.049 eV, E -5149.580 eV, Kohn-Sham gap 9.43 eV. Number 2: LUMO level 0.949 eV, E -7198.176 eV, Kohn-Sham gap 10.92 eV. Number 3: LUMO level 0.748 eV, E -7198.340 eV, Kohn-Sham gap 10.28 eV.